{"formula": "C22H17N3O3", "method": "ωB97M-V/def2-TZVPD", "species": ["C", "C", "O", "N", "C", "C", "C", "C", "C", "C", "C", "C", "C", "C", "C", "C", "N", "C", "C", "C", "C", "C", "C", "C", "O", "N", "C", "O", "H", "H", "H", "H", "H", "H", "H", "H", "H", "H", "H", "H", "H", "H", "H", "H", "H"], "positions_angstrom": [[-2.83368, 0.46379, -2.13970], [-2.82108, 0.96278, -0.67755], [-3.94086, 1.29611, -0.34694], [-1.62138, 1.15863, 0.09818], [-1.63053, 1.28763, 1.48670], [-0.60838, 1.87676, 2.26137], [-0.74563, 2.11298, 3.61041], [-1.96201, 1.78644, 4.24677], [-2.95725, 1.15060, 3.59374], [-2.80168, 0.93607, 2.20312], [-0.37275, 1.06708, -0.59046], [-0.00508, 2.01679, -1.55943], [1.22866, 1.94031, -2.23537], [2.11643, 0.87562, -2.01312], [1.72629, -0.06729, -1.06006], [0.54591, 0.03968, -0.30268], [0.21737, -0.95131, 0.60353], [0.87119, -2.20348, 0.59748], [1.88939, -2.40024, 1.42728], [2.58775, -3.66980, 1.36362], [2.10343, -4.63562, 0.42936], [0.81518, -4.47732, -0.18845], [0.24891, -3.26707, -0.01837], [3.19441, 1.07665, -2.94684], [4.07056, 0.31809, -3.28230], [3.07723, 2.25898, -3.64220], [1.83434, 2.70252, -3.38222], [1.33232, 3.55271, -4.14498], [-1.91962, -0.03838, -2.38164], [-3.04799, 1.33051, -2.84361], [-3.73214, -0.15770, -2.37069], [0.29271, 2.17880, 1.83628], [-0.14619, 2.60398, 4.30527], [-2.03534, 1.97986, 5.35766], [-3.93114, 0.96795, 4.04587], [-3.62840, 0.39535, 1.74606], [-0.74074, 2.77394, -1.88864], [2.49522, -0.80173, -0.93548], [-0.63834, -0.84319, 1.09278], [2.20492, -1.60348, 2.04798], [3.55847, -3.90009, 1.86252], [2.55771, -5.61074, 0.38169], [0.42580, -5.45173, -0.59768], [-0.72852, -3.23169, -0.48073], [3.45450, 2.20022, -4.56851]], "mulliken_charge": [-1.125, 0.543, -0.581, 0.534, 0.273, 0.072, -1.187, -0.112, -0.868, -0.083, -0.363, -0.325, -0.068, -0.283, -0.343, 1.336, 0.201, -0.845, 0.077, -0.566, -0.415, -0.597, -0.026, 0.055, -0.600, -0.133, -0.161, -0.650, 0.307, 0.265, 0.353, 0.507, 0.409, 0.275, 0.364, 0.315, 0.508, 0.511, 0.249, 0.498, 0.317, 0.351, 0.305, 0.414, 0.296], "gap_ev": 8.1, "smiles": "CC(=O)N(c1ccccc1)c1cc2c(cc1Nc1ccccc1)C(=O)NC2=O", "multiplicity": 1, "charge": 0, "largest_force_ha_per_bohr": 0.1138, "energy_ha": -1238.51053, "e_lumo_ha": -0.018}